# 1
Density functional theory data (ωB97M-V/def2-TZVPD) for a 8-piece molecular cluster, C14H44N4O14 overall.

Last column: Löwdin charge in e.
Positions of all 76 atoms, in Å:
N: 1.0300 1.7633 -0.3777  0.18
C: -0.0457 0.9022 -0.5172  -0.62
N: 0.3750 -0.3178 -0.9641  0.18
O: -1.2227 1.0951 -0.2180  0.02
H: 1.9483 1.3663 -0.4427  0.05
H: 0.7160 2.7223 -0.4406  0.07
H: 1.3143 -0.5204 -1.2390  0.07
H: -0.2907 -1.0783 -0.9168  0.07
N: 1.5292 4.9374 -0.1969  0.12
C: 0.4310 5.7844 -0.1474  -0.66
N: 0.2679 6.3328 1.0872  0.16
O: -0.1641 6.1138 -1.1632  0.03
H: 2.1936 5.0899 0.5387  0.09
H: 1.8803 4.7384 -1.1164  0.10
H: -0.3802 7.0730 1.2674  0.11
H: 0.6841 5.8284 1.8448  0.08
O: -1.6032 4.6097 2.8990  -0.10
C: -0.8253 3.5969 3.5686  -0.23
C: -1.7203 2.4807 4.0597  -0.25
O: -2.1052 1.5180 3.0934  -0.06
H: -2.3741 4.1779 2.5161  0.08
H: -0.1013 3.2816 2.8085  0.11
H: -0.2975 4.0358 4.4162  0.11
H: -2.6440 2.8976 4.4552  0.13
H: -1.1394 1.9687 4.8390  0.12
H: -1.3324 1.0635 2.7355  0.04
O: -3.5413 1.0941 -1.5333  -0.07
C: -3.4340 1.0965 -2.9354  -0.28
C: -2.3238 0.3074 -3.5932  -0.23
O: -2.4869 -1.1107 -3.3850  -0.07
H: -2.6425 0.9510 -1.1567  0.03
H: -4.4038 0.9579 -3.4287  0.12
H: -3.3095 2.1500 -3.2607  0.11
H: -1.3559 0.6391 -3.2057  0.11
H: -2.4150 0.5204 -4.6577  0.12
H: -2.4309 -1.1290 -2.4178  0.03
O: -2.2924 -1.9739 -0.4055  -0.08
C: -2.6907 -3.1444 0.2835  -0.23
C: -3.0611 -2.8352 1.7216  -0.23
O: -4.2871 -2.0850 1.7769  -0.05
H: -3.0930 -1.4306 -0.4964  0.10
H: -3.4558 -3.6702 -0.2944  0.13
H: -1.8489 -3.8382 0.3497  0.09
H: -2.2232 -2.3364 2.2183  0.10
H: -3.1662 -3.7768 2.2727  0.12
H: -4.8228 -2.6112 2.3766  0.08
O: 3.5767 0.3499 -0.9489  -0.10
C: 3.7677 0.7099 -2.3123  -0.24
C: 5.2283 0.6602 -2.7606  -0.23
O: 5.5706 -0.7201 -2.7166  -0.07
H: 4.1324 -0.4273 -0.7998  0.10
H: 3.1813 -0.0087 -2.8982  0.12
H: 3.3308 1.6832 -2.5381  0.12
H: 5.7943 1.1257 -1.9401  0.12
H: 5.4046 1.2460 -3.6639  0.12
H: 6.5255 -0.8154 -2.7937  0.09
O: 0.1636 -0.2993 2.0886  -0.07
C: 0.9768 -1.4545 2.0412  -0.23
C: 2.2996 -1.1404 2.7951  -0.25
O: 2.3024 -1.3841 4.1698  -0.04
H: -0.7485 -0.5730 1.9113  0.07
H: 0.4985 -2.3214 2.5098  0.12
H: 1.2805 -1.7643 1.0406  0.09
H: 2.5526 -0.1244 2.4956  0.12
H: 3.0257 -1.7701 2.2599  0.11
H: 1.9181 -2.2496 4.3303  0.08
O: 0.4746 -3.4123 -0.9446  -0.07
C: 0.2878 -4.3080 -2.0337  -0.24
C: 0.1762 -5.7737 -1.6669  -0.25
O: -0.7427 -5.9882 -0.6201  -0.05
H: 1.0847 -3.8573 -0.3438  0.09
H: -0.5901 -3.9793 -2.5974  0.13
H: 1.0231 -4.1515 -2.8364  0.12
H: 1.1451 -6.2772 -1.5371  0.12
H: -0.1533 -6.3411 -2.5435  0.12
H: -0.3256 -5.8700 0.2359  0.08

Results
- frontier orbital gap (eV) = 8.845
- spin multiplicity = 1
- SMILES string = NC(N)=O.NC(N)=O.OCCO.OCCO.OCCO.OCCO.OCCO.OCCO
- largest force on an atom (eV/A) = 2.8
- net charge = 0
- energy relative to the best compared isomer or geometry (same formula, charge and spin) (kJ/mol) = 114.07

***

# 2
Density functional theory data (ωB97M-V/def2-TZVPD) for a 8-piece molecular cluster, C14H44O8 overall.

Last column: Löwdin charge in e.
Positions of all 66 atoms, in Å:
C: 3.2454 0.0757 -1.5186  -0.07
C: 4.7376 -0.0763 -1.1623  -0.27
O: 4.7552 -0.1439 0.2641  -0.10
H: 2.6143 -0.7341 -1.1524  0.05
H: 3.1145 -0.0369 -2.5949  0.08
H: 2.8655 1.0014 -1.0865  0.06
H: 5.4217 0.6405 -1.6164  0.11
H: 5.0960 -1.0463 -1.5069  0.11
H: 5.6577 -0.0676 0.5825  0.10
C: 2.4674 0.9136 2.7825  -0.05
C: 1.5903 1.9557 2.1222  -0.32
O: 0.5187 2.1838 2.9685  -0.08
H: 1.9093 -0.0117 2.9257  0.06
H: 2.8885 1.2491 3.7302  0.09
H: 3.2867 0.5011 2.1937  0.06
H: 1.1440 1.6193 1.1863  0.09
H: 2.1559 2.8812 2.0147  0.13
H: 0.4096 3.1301 3.0870  0.11
C: -4.0490 -3.2681 -1.0131  0.00
C: -2.8400 -2.3228 -0.6963  -0.17
O: -1.7449 -2.5579 -1.5284  0.27
H: -3.7053 -4.2903 -1.1720  0.10
H: -4.5554 -2.7460 -1.8249  0.09
H: -4.7922 -3.2923 -0.2162  0.10
H: -2.4171 -2.5962 0.2705  0.18
H: -3.1563 -1.2797 -0.6992  0.13
H: -1.0909 -1.8819 -1.3364  0.08
C: 0.0443 4.3342 -2.2567  -0.07
C: 0.5153 3.1895 -1.3892  -0.34
O: 0.0298 2.0291 -1.9250  -0.09
H: 0.3504 5.2844 -1.8190  0.08
H: -1.0212 4.4105 -2.4735  0.08
H: 0.5649 4.3462 -3.2143  0.08
H: 0.0492 3.2976 -0.4099  0.12
H: 1.6041 3.1898 -1.3371  0.12
H: 0.4274 2.0023 -2.7984  0.11
C: -3.0205 1.7327 -3.5564  -0.07
C: -3.5066 1.1223 -2.2393  -0.32
O: -4.5272 1.9999 -1.7497  -0.06
H: -2.5811 2.7249 -3.4544  0.06
H: -3.7712 1.7517 -4.3464  0.08
H: -2.1948 1.1387 -3.9483  0.07
H: -2.7123 1.0955 -1.4932  0.09
H: -3.8226 0.1054 -2.4718  0.09
H: -4.6790 1.7342 -0.8398  0.08
C: 1.5216 -4.1684 1.6441  -0.09
C: 1.7598 -2.8227 1.0684  -0.30
O: 3.1980 -2.5400 0.8843  -0.08
H: 0.6002 -4.0450 2.2133  0.06
H: 2.2469 -4.4231 2.4169  0.09
H: 1.4470 -4.9910 0.9330  0.08
H: 1.3568 -2.0905 1.7682  0.09
H: 1.2415 -2.7315 0.1139  0.09
H: 3.2829 -1.6219 0.6170  0.01
C: -1.4722 -1.2419 3.6819  -0.06
C: -1.8971 -0.3736 2.5560  -0.34
O: -0.7894 -0.0476 1.8381  -0.11
H: -2.3409 -1.3731 4.3271  0.09
H: -0.6431 -0.8230 4.2522  0.09
H: -1.1586 -2.2241 3.3283  0.07
H: -2.2734 0.6078 2.8448  0.13
H: -2.6107 -0.8266 1.8677  0.10
H: -0.3774 0.6746 2.3181  0.04
O: -0.0881 -0.4496 -0.7592  -0.04
H: -0.3134 -0.1071 0.1058  0.01
H: 0.0335 0.3297 -1.3016  0.01

Results
- frontier orbital gap (spin up / spin down) (eV) = 9.731 / 3.102
- spin multiplicity = 2
- largest force on an atom (eV/A) = 3.4
- net charge = +1
- energy relative to the best compared isomer or geometry (same formula, charge and spin) (kJ/mol) = 0.00